ORCA calculation (the ωB97M-V functional and the def2-TZVPD basis) on a structure of composition C37H32BBrIrN6O2 at a distorted geometry.

```
80
Properties=species:S:1:pos:R:3:forces:R:3:mulliken_charge:R:1
Ir 0.3744 -0.1607 0.3855 -3.7 1.2 -3.4 1.622
C -5.0266 -0.1509 -1.3069 0.1 0.1 -0.2 -1.375
C -3.8761 -0.6289 -0.5033 0.3 -0.1 0.5 0.903
C -3.8700 -1.5142 0.5589 0.6 0.2 -0.2 -1.532
C -2.5387 -1.5712 0.9987 -0.1 0.1 0.0 -0.163
N -1.8065 -0.7550 0.2248 2.4 0.1 0.9 -0.063
N -2.6121 -0.1909 -0.6793 -0.4 0.5 -0.6 0.670
B -2.0671 0.7320 -1.7774 0.6 -0.2 0.4 -1.038
N -0.9547 -0.0287 -2.5100 -0.8 0.3 -0.6 0.292
N 0.1316 -0.4827 -1.8808 0.7 0.0 2.1 0.398
C 0.9172 -1.0910 -2.7839 -0.4 0.2 -0.1 0.316
C 0.2877 -1.0127 -4.0392 0.0 0.1 0.6 -1.530
C -0.8935 -0.3323 -3.8238 0.4 -0.1 0.3 0.747
C -1.9541 0.0337 -4.7949 -0.1 0.1 0.1 -1.368
C 2.1835 -1.7012 -2.4412 0.7 -0.4 0.2 0.624
C 2.9533 -2.3360 -3.4219 -0.3 0.2 0.3 -0.814
C 4.1587 -2.9223 -3.0958 0.2 -0.1 0.1 -0.802
C 4.6277 -2.8894 -1.7921 -0.2 0.1 0.1 -0.615
C 3.8764 -2.2609 -0.8057 0.2 -0.1 0.0 -1.228
C 2.6732 -1.6791 -1.1335 -0.3 0.1 -0.2 0.317
N -1.4197 1.9642 -1.1277 -0.8 -0.1 -0.5 0.483
N -0.3626 1.8667 -0.3174 1.4 -1.8 1.3 0.079
C 0.0300 3.1058 0.0216 -0.2 0.0 -0.1 -0.039
C -0.8302 4.0217 -0.6016 0.2 -0.6 0.0 -1.495
C -1.7298 3.2626 -1.3230 0.3 -0.1 0.4 0.837
C -2.8717 3.7101 -2.1547 -0.1 -0.1 -0.1 -1.361
C 1.1263 3.3719 0.9310 0.6 0.1 0.4 0.778
C 2.0797 2.3996 1.2399 -0.4 0.2 -0.3 0.453
C 3.0443 2.6316 2.1978 0.1 0.0 0.1 -0.693
C 3.0952 3.8599 2.8424 -0.1 -0.1 -0.1 -0.604
C 2.1949 4.8569 2.4980 0.1 0.0 0.1 -0.784
C 1.2209 4.6204 1.5518 -0.1 -0.3 -0.2 -0.733
C -1.9717 -2.2919 2.1234 0.3 -0.3 0.4 0.650
C -0.6065 -2.5795 2.1928 -0.4 0.1 -0.2 0.124
C -0.0665 -3.1731 3.3149 0.1 -0.1 0.1 -0.639
C -0.8915 -3.5372 4.3685 0.0 0.1 -0.1 -0.525
C -2.2558 -3.3023 4.2910 0.0 -0.1 0.1 -0.816
C -2.7936 -2.6767 3.1851 0.2 0.2 -0.3 -0.726
H -5.9515 -0.5639 -0.9155 0.0 0.0 0.0 0.411
H -5.0842 0.9345 -1.2634 -0.1 0.1 -0.1 0.243
H -4.9249 -0.4486 -2.3483 -0.1 0.0 -0.1 0.257
H -4.7137 -2.0562 0.9310 -0.1 -0.1 0.2 0.555
H -2.9197 1.0529 -2.5156 -0.2 0.1 -0.2 -0.069
H 0.6370 -1.3974 -4.9739 0.1 -0.1 -0.2 0.489
H -1.6913 -0.3222 -5.7855 0.0 0.0 0.0 0.389
H -2.9052 -0.4091 -4.5059 -0.1 0.0 -0.1 0.259
H -2.0824 1.1136 -4.8371 0.0 0.1 -0.1 0.252
H 2.5980 -2.3665 -4.4386 0.0 0.0 -0.1 0.386
H 4.7415 -3.4107 -3.8609 0.0 0.0 -0.1 0.408
H 5.5698 -3.3467 -1.5374 0.1 -0.1 0.0 0.427
H 4.2282 -2.2254 0.2118 0.1 0.0 0.2 0.521
H 2.0850 -1.1856 -0.3461 0.6 -0.4 -0.3 1.038
H -0.7971 5.0896 -0.5522 0.1 0.2 0.0 0.530
H -2.9696 4.7899 -2.1061 0.0 0.1 0.0 0.393
H -2.7270 3.4203 -3.1934 -0.1 0.0 -0.1 0.253
H -3.7940 3.2576 -1.7974 -0.1 0.0 -0.1 0.244
H 2.0707 1.4553 0.6926 0.3 0.2 0.0 0.478
H 3.7566 1.8611 2.4445 0.1 -0.1 0.0 0.461
H 3.8397 4.0387 3.6009 0.1 0.0 0.1 0.447
H 2.2472 5.8197 2.9809 0.0 0.1 0.1 0.421
H 0.5144 5.3940 1.2994 -0.1 0.1 0.0 0.336
H 0.0323 -2.3593 1.3365 0.0 -0.2 0.0 0.605
H 0.9942 -3.3581 3.3727 0.2 0.0 0.0 0.448
H -0.4685 -4.0106 5.2399 0.0 -0.1 0.1 0.457
H -2.8995 -3.6031 5.1035 -0.1 0.0 0.1 0.437
H -3.8484 -2.4611 3.1444 -0.2 0.0 0.0 0.373
Br -3.2280 1.7650 6.1055 0.1 -0.1 0.0 -0.177
C -1.6533 1.1594 5.2406 -0.2 0.0 -0.1 -0.205
C -1.6084 1.1810 3.8525 -0.1 0.1 0.2 -1.181
C -0.4686 0.7228 3.2268 0.2 -0.1 0.1 0.664
C 0.5995 0.2331 3.9593 0.2 -0.1 -0.4 1.196
C 0.5471 0.2394 5.3486 0.1 0.0 -0.2 -0.898
C -0.5831 0.7010 5.9944 -0.2 0.1 0.1 -0.449
C 1.8225 -0.3530 3.2803 0.1 0.4 2.8 -0.125
O 2.8075 -0.6231 3.9398 -0.2 0.0 -0.4 -0.716
O 1.7364 -0.5656 2.0238 -1.5 0.1 -3.6 -0.588
H -2.4500 1.5459 3.2860 -0.1 0.1 -0.1 0.614
H -0.4103 0.7457 2.1300 -0.3 0.3 0.7 0.046
H 1.4015 -0.1338 5.8929 0.0 0.0 0.1 0.542
H -0.6434 0.7035 7.0721 0.0 0.0 0.1 0.477
```
Forces are in eV/Å.

Calculated values
- Frontier orbital gap: 5.52 eV
- Charge: +1
- E_HOMO: -11.2 eV
- Electronic energy: -125476.4075 eV
- LUMO energy: -5.7 eV
- Strongest force on any atom: 5.1 eV/A
- Spin multiplicity: 1


ORCA calculation (the ωB97M-V functional and the def2-TZVPD basis) on a structure of composition C37H32BF9GaN8P at a distorted geometry.

```
89
Properties=species:S:1:pos:R:3:forces:R:3:mulliken_charge:R:1
Ga 0.7184 0.3240 -0.2033 -0.8 -0.3 -1.7 -0.224
C 0.9119 -2.3919 2.1029 0.1 1.3 0.1 -1.202
C 1.6704 -1.0927 2.2208 -0.3 -0.9 1.9 0.853
C 2.6199 -0.8635 3.2578 -0.5 1.2 -0.8 -1.437
C 3.1912 0.3595 2.9210 0.2 -0.5 0.7 0.001
N 2.6998 0.7855 1.7385 -1.8 -0.3 1.7 0.082
N 1.5635 -0.0102 1.4711 1.8 -0.4 -1.4 0.663
B 3.2476 1.5982 0.6258 -0.3 0.8 -0.9 -0.076
N 2.1781 2.6610 0.1476 -0.7 1.9 0.6 0.832
C 2.1912 4.0504 0.1203 -0.7 -0.8 -0.3 0.004
C 1.0082 4.4750 -0.5290 0.9 0.3 0.7 -1.479
C 0.2683 3.3136 -0.7721 -0.7 1.1 -0.1 0.923
C -1.1726 3.3208 -1.2372 -0.1 -0.9 1.6 -0.900
N 0.9220 2.2570 -0.3023 1.2 -0.5 -0.2 -0.016
N 3.4959 0.6883 -0.6319 0.4 -0.8 0.2 1.067
C 4.6375 0.1860 -1.1402 -0.5 -1.4 -1.3 0.115
C 4.2913 -0.6705 -2.2359 1.3 0.5 0.8 -1.463
C 2.9105 -0.6180 -2.3355 0.3 0.4 1.4 0.698
C 1.9850 -1.1825 -3.3181 -0.9 -1.0 -1.0 -1.026
N 2.4322 0.1198 -1.2964 -0.3 0.6 -0.2 -0.401
N 4.5762 2.3123 1.0152 0.3 1.3 1.4 0.816
C 5.2986 3.1602 0.1180 1.5 0.6 0.9 -0.240
C 6.2694 3.7944 0.8701 -0.9 1.0 -1.4 -0.906
C 6.0825 3.3298 2.2218 1.9 1.4 -0.4 0.621
C 6.9293 3.4974 3.4381 -0.5 -0.9 -0.7 -1.139
N 4.9884 2.5525 2.2608 -2.3 -2.5 -1.5 -0.771
H 0.5900 -2.6209 3.0984 -0.5 -0.3 0.6 0.469
H 1.6363 -3.1447 1.8663 0.3 -0.5 -0.5 0.509
H 0.0593 -2.4025 1.4301 0.3 0.0 -0.1 -0.105
H 2.6615 -1.3767 4.2096 0.3 -0.2 -0.3 0.467
H 3.8336 1.0244 3.5123 0.0 -0.7 -0.6 0.606
H 2.9640 4.6336 0.6782 -0.7 -0.6 -1.0 0.452
H 0.6409 5.5021 -0.7387 0.6 -1.0 0.3 0.448
H -1.4461 2.7260 -2.1142 0.4 0.1 0.1 0.250
H -1.5336 4.3365 -1.3393 0.1 0.1 -0.2 0.466
H -1.7158 2.9151 -0.3403 0.1 0.2 -0.9 0.059
H 5.6185 0.3649 -0.6917 -0.5 0.1 -0.3 0.529
H 4.9664 -1.3023 -2.8446 -0.5 0.8 0.5 0.464
H 2.2441 -0.8994 -4.3647 0.0 -0.1 0.8 0.447
H 0.9737 -0.7831 -3.1165 0.3 -0.3 -0.2 0.034
H 1.9478 -2.3064 -3.2913 0.1 1.0 0.0 0.315
H 5.0441 3.2533 -0.9474 0.1 -0.2 0.7 0.525
H 6.8460 4.6653 0.4720 -0.1 -1.3 0.7 0.412
H 7.9682 3.5897 3.1623 0.4 -0.2 -0.2 0.394
H 6.7648 2.6918 4.1715 0.0 0.3 -0.4 0.351
H 6.7410 4.4327 3.9317 -0.5 0.8 0.3 0.340
F -6.9151 -0.2948 -4.5723 1.0 2.1 1.1 -0.226
C -6.2086 0.8696 -4.2361 -1.8 0.4 -2.4 0.685
F -5.8363 1.4105 -5.4560 -0.1 -0.7 1.8 -0.266
F -7.0409 1.8007 -3.6605 0.9 -1.7 -0.6 -0.229
C -5.0499 0.5581 -3.3437 0.2 0.0 0.7 0.030
C -3.7477 0.6006 -3.8322 -0.2 0.5 -1.2 -0.583
C -2.6882 0.2665 -3.0351 0.4 0.0 1.4 -0.849
C -2.9498 -0.0966 -1.6946 0.4 1.3 -0.1 1.371
C -4.2240 0.0168 -1.1470 -0.8 -0.8 0.2 -0.511
C -5.2991 0.3006 -1.9920 0.7 0.2 -0.7 -1.074
P -1.6704 -0.6820 -0.5721 0.6 -0.4 0.2 0.598
C -1.7167 -2.4282 -0.8894 1.1 -2.2 -0.4 0.794
C -0.6048 -3.1643 -1.3827 0.0 0.9 0.2 -0.185
C -0.7333 -4.4964 -1.7043 -0.4 -1.2 -0.3 -0.903
C -1.9746 -5.1786 -1.5772 1.2 0.7 0.5 0.040
C -3.0272 -4.5134 -0.9645 0.7 0.7 -0.3 -1.141
C -2.8963 -3.1529 -0.6322 0.0 0.4 0.1 -0.376
C -2.0525 -6.6191 -2.0299 -1.2 -3.0 -2.5 0.717
F -1.3188 -6.7972 -3.2332 -1.4 0.7 2.4 -0.246
F -3.4078 -6.9918 -2.3640 3.2 1.1 1.1 -0.255
F -1.5754 -7.5743 -1.1713 -0.8 1.9 -1.0 -0.205
C -2.2647 -0.5260 1.1035 -0.6 0.6 0.5 0.816
C -2.7297 0.7781 1.4810 0.4 -1.2 0.2 -0.895
C -3.0519 0.9406 2.7948 -0.4 0.0 0.9 -1.040
C -2.8915 -0.0741 3.7626 0.7 1.3 -0.5 -0.034
C -2.4801 -1.3180 3.3890 0.0 -1.2 -0.9 -1.041
C -2.2562 -1.6057 2.0247 0.5 1.6 -0.1 -0.731
C -3.0243 0.3314 5.1942 -1.3 1.1 3.4 0.742
F -3.6682 1.5835 5.2875 1.2 -2.3 -0.1 -0.264
F -3.7832 -0.5718 5.9147 1.1 1.3 -1.3 -0.237
F -1.8389 0.4720 5.9224 -1.6 -0.4 -1.8 -0.246
H -3.5720 0.9817 -4.8478 -0.1 -0.4 0.4 0.486
H -1.6564 0.4081 -3.3576 -0.3 -0.3 -0.2 0.417
H -4.4291 -0.2481 -0.0897 0.2 0.4 -0.9 0.340
H -6.3053 0.3858 -1.6349 -0.3 -0.1 0.3 0.520
H 0.3861 -2.6832 -1.5107 -0.7 -0.3 0.0 0.168
H 0.1248 -5.0669 -2.0746 -0.3 0.3 0.1 0.456
H -3.9320 -5.0356 -0.7805 -0.8 -0.3 0.2 0.561
H -3.6947 -2.6170 -0.1046 0.0 -0.5 -0.5 0.547
H -2.9161 1.6427 0.8281 0.3 -0.8 -0.1 0.532
H -3.4825 1.8693 3.1078 0.0 0.4 0.2 0.626
H -2.3547 -2.1281 4.0932 -0.1 0.1 0.2 0.580
H -1.9612 -2.6082 1.7161 -0.2 0.3 0.1 0.685
```
Forces are in eV/Å.

Calculated values
- Frontier orbital gap (spin up / spin down): 8.28 / 4.64 eV
- Charge: +3
- ⟨S²⟩: 0.756
- E_HOMO (spin up / spin down): -16.9 / -16.9 eV
- Electronic energy: -137583.9156 eV
- LUMO energy (spin up / spin down): -8.7 / -12.3 eV
- Strongest force on any atom: 4.0 eV/A
- Spin multiplicity: 2


charge of number 2 (C37H32BF9GaN8P)? +3